Entry from the OMol25 dataset: a molecular structure, C40H27AsF5N2O2Pt in a non-equilibrium geometry (ωB97M-V/def2-TZVPD).

Geometry as ORCA input:
```
! RIJCOSX wB97M-V def2-TZVPD def2/J DEFGRID3
* xyz 1 1
Pt -1.518 -0.075 1.035
O -1.714 -1.443 -0.927
C -2.283 -1.258 -2.036
C -2.104 -2.241 -3.068
C -2.671 -2.106 -4.300
C -3.463 -0.988 -4.594
C -3.667 -0.022 -3.637
C -3.099 -0.105 -2.354
C -3.312 0.997 -1.470
N -2.827 1.201 -0.295
C -3.080 2.472 0.358
C -2.633 2.479 1.828
N -1.310 1.924 1.969
C -0.463 2.445 2.776
C 0.849 1.969 3.093
C 1.697 2.832 3.800
C 2.994 2.484 4.109
C 3.494 1.238 3.713
C 2.692 0.345 3.060
C 1.329 0.653 2.737
O 0.621 -0.239 2.186
H -1.520 -3.113 -2.816
H -2.511 -2.865 -5.053
H -3.915 -0.902 -5.568
H -4.282 0.834 -3.874
H -3.952 1.783 -1.888
H -4.145 2.730 0.307
H -2.521 3.254 -0.173
H -3.317 1.860 2.424
H -2.669 3.505 2.221
H -0.740 3.373 3.291
H 1.323 3.803 4.093
H 3.620 3.174 4.652
H 4.521 0.984 3.931
H 3.044 -0.640 2.787
F -2.323 0.102 3.929
C -2.503 -1.205 3.619
C -2.249 -1.610 2.315
C -2.444 -2.962 2.055
F -2.202 -3.451 0.831
C -2.891 -3.855 3.029
F -3.085 -5.140 2.720
C -3.134 -3.403 4.323
F -3.544 -4.248 5.267
C -2.939 -2.058 4.624
F -3.171 -1.590 5.853
C 0.072 0.817 -5.080
C -0.202 1.809 -4.152
C -0.061 1.547 -2.802
C 0.361 0.293 -2.379
C 0.621 -0.704 -3.308
C 0.481 -0.436 -4.658
As 0.599 -0.025 -0.466
C 1.801 -1.517 -0.439
C 1.470 -2.858 -0.471
C 2.487 -3.802 -0.535
C 3.813 -3.395 -0.562
C 4.145 -2.052 -0.483
C 3.141 -1.094 -0.410
C 3.335 0.353 -0.310
C 4.553 1.021 -0.301
C 4.588 2.402 -0.217
C 3.416 3.134 -0.113
C 2.191 2.483 -0.122
C 2.155 1.109 -0.241
H -0.024 1.026 -6.134
H -0.510 2.789 -4.484
H -0.262 2.320 -2.064
H 0.950 -1.680 -2.969
H 0.709 -1.204 -5.381
H 0.428 -3.149 -0.429
H 2.246 -4.854 -0.571
H 4.600 -4.131 -0.638
H 5.181 -1.750 -0.485
H 5.471 0.460 -0.376
H 5.540 2.911 -0.234
H 3.454 4.209 -0.040
H 1.267 3.044 -0.028
*
```

**Max |F|**: 4.42 eV/A
**ΔE to the lowest compared entry with this formula, charge and spin**: 4.692 eV
**Orbital gap (spin up / spin down)**: 4.704 / 4.743 eV
**Molar mass**: 932.658 g/mol
**LUMO (spin up / spin down)**: -5.77 / -5.74 eV


Entry from the OMol25 dataset: a molecular structure, C40H27AsN5O5Rb in a non-equilibrium geometry (ωB97M-V/def2-TZVPD).

Geometry as ORCA input:
```
! RIJCOSX wB97M-V def2-TZVPD def2/J DEFGRID3
* xyz -2 1
Rb -0.747 0.602 1.682
O 1.929 4.439 -0.057
C 1.936 3.337 0.548
O 2.139 2.195 0.069
C 1.542 3.430 2.043
C 1.637 4.662 2.675
C 1.273 4.760 4.009
C 0.800 3.637 4.666
C 0.706 2.441 3.963
N 1.089 2.342 2.677
C 0.151 1.193 4.711
O -0.026 1.359 5.930
O -0.057 0.161 4.014
H 1.978 5.503 2.092
H 1.347 5.708 4.530
H 0.491 3.636 5.701
O -3.151 1.145 0.971
C -4.183 0.535 1.384
C -5.198 1.211 2.150
C -6.328 0.584 2.618
C -6.560 -0.781 2.375
C -5.601 -1.468 1.653
C -4.432 -0.869 1.170
C -3.464 -1.710 0.440
N -2.549 -1.348 -0.438
C -1.951 -2.518 -0.876
C -2.481 -3.595 -0.239
N -3.445 -3.066 0.596
H -5.020 2.262 2.344
H -7.053 1.158 3.186
H -7.457 -1.276 2.725
H -5.785 -2.517 1.429
H -1.166 -2.508 -1.611
H -2.258 -4.648 -0.281
H -3.979 -3.568 1.282
C 6.176 -0.492 0.954
C 5.139 -0.500 1.882
C 3.821 -0.487 1.449
C 3.520 -0.484 0.087
C 4.555 -0.457 -0.839
C 5.879 -0.463 -0.404
As 1.592 -0.500 -0.338
C 1.480 -2.477 -0.291
C 1.344 -3.272 0.838
C 1.243 -4.652 0.699
C 1.273 -5.230 -0.568
C 1.403 -4.433 -1.700
C 1.506 -3.054 -1.561
C 1.617 -2.072 -2.675
C 1.633 -2.376 -4.034
C 1.743 -1.353 -4.968
C 1.831 -0.024 -4.555
C 1.799 0.286 -3.200
C 1.693 -0.740 -2.270
H 7.206 -0.493 1.289
H 5.352 -0.496 2.944
H 3.022 -0.447 2.183
H 4.344 -0.426 -1.901
H 6.679 -0.438 -1.135
H 1.298 -2.826 1.825
H 1.131 -5.274 1.579
H 1.189 -6.305 -0.674
H 1.413 -4.888 -2.685
H 1.555 -3.406 -4.364
H 1.749 -1.591 -6.025
H 1.910 0.772 -5.286
H 1.857 1.319 -2.864
N -4.824 1.348 -4.208
C -3.856 1.686 -3.686
C -2.619 2.153 -3.075
C -2.063 3.362 -3.482
C -0.886 3.771 -2.896
C -0.291 2.951 -1.942
N -0.819 1.784 -1.552
C -1.981 1.402 -2.094
H -2.558 3.958 -4.239
H -0.417 4.711 -3.160
H 0.647 3.247 -1.482
H -2.415 0.480 -1.709
*
```

**Max |F|**: 1.40 eV/A
**ΔE to the lowest compared entry with this formula, charge and spin**: 1.078 eV
**Orbital gap**: 5.994 eV
**Molar mass**: 818.076 g/mol
**LUMO**: 3.95 eV


Entry from the OMol25 dataset: a molecular structure, C40H28B4N4O33VY in a non-equilibrium geometry (ωB97M-V/def2-TZVPD).

Geometry as ORCA input:
```
! RIJCOSX wB97M-V def2-TZVPD def2/J DEFGRID3
* xyz 0 5
V -0.514 13.293 0.822
Y -5.186 10.469 9.678
O -6.631 13.538 6.526
C -5.427 13.579 6.220
O -4.819 14.423 5.372
B -3.417 14.036 5.321
O -3.263 12.904 6.229
C -4.408 12.626 6.833
O -4.683 11.739 7.650
O -2.587 15.089 5.790
C -1.685 15.364 5.006
O -0.801 16.192 5.198
C -1.776 14.449 3.748
O -2.894 13.764 3.941
O -0.996 14.296 2.757
O 1.619 13.712 5.315
C 1.133 13.120 6.336
O 0.311 12.122 6.309
B 0.051 11.679 7.682
O 0.725 12.669 8.509
C 1.294 13.615 7.755
O 1.995 14.555 8.145
O -1.414 11.644 7.938
C -1.801 10.458 8.361
O -2.949 10.158 8.728
C -0.496 9.630 8.521
O 0.501 10.312 7.983
O -0.427 8.509 9.027
O -5.450 9.015 7.675
C -5.532 8.299 6.665
O -6.207 7.123 6.492
B -6.145 6.806 5.060
O -5.090 7.711 4.511
C -4.754 8.614 5.395
O -4.032 9.627 5.302
O -5.876 5.396 4.711
C -6.797 4.960 3.829
O -6.898 3.900 3.224
C -7.794 6.094 3.697
O -7.450 7.062 4.500
O -8.834 6.202 2.977
O -1.900 18.388 6.958
C -2.040 17.534 7.791
O -3.205 17.115 8.307
B -2.929 16.059 9.311
O -1.442 15.835 9.288
C -0.846 16.787 8.472
O 0.402 16.948 8.317
O -3.609 14.830 8.950
C -4.262 14.260 9.959
O -4.818 13.152 9.830
C -4.260 15.278 11.134
O -3.594 16.358 10.615
O -4.778 15.202 12.227
C -6.587 18.225 8.044
C -6.144 19.526 7.424
C -6.866 19.595 6.094
O -7.027 18.204 5.727
C -6.855 17.343 6.903
H -7.465 18.429 8.657
H -5.811 17.704 8.604
H -5.107 19.433 7.101
H -6.316 20.329 8.141
H -6.270 20.113 5.343
H -7.866 20.026 6.142
H -6.069 16.593 6.817
H -7.741 16.720 7.027
N -4.654 17.882 1.711
C -3.911 17.564 2.786
C -2.661 18.092 3.205
C -2.052 19.021 2.341
C -2.739 19.333 1.153
C -4.026 18.818 0.960
H -4.308 16.742 3.363
H -2.258 17.883 4.184
H -1.046 19.347 2.563
H -2.153 19.921 0.462
H -4.619 19.130 0.113
N -7.207 11.381 8.750
C -7.824 12.458 9.343
C -9.060 12.968 8.865
C -9.656 12.493 7.736
C -9.023 11.426 7.120
C -7.821 10.907 7.582
H -7.402 13.028 10.158
H -9.396 13.928 9.226
H -10.569 12.929 7.359
H -9.412 10.955 6.229
H -7.453 10.099 6.967
N -0.005 11.570 2.026
C -0.799 10.967 2.948
C -0.444 9.964 3.814
C 0.803 9.408 3.709
C 1.646 9.853 2.702
C 1.197 10.940 1.897
H -1.675 11.548 3.198
H -1.120 9.644 4.593
H 1.060 8.633 4.416
H 2.614 9.385 2.596
H 1.944 11.460 1.315
N -8.187 15.383 1.882
C -9.387 15.201 1.289
C -10.375 14.370 1.765
C -10.077 13.586 2.875
C -8.877 13.722 3.503
C -7.940 14.582 2.971
H -9.545 15.810 0.411
H -11.302 14.236 1.228
H -10.703 12.788 3.247
H -8.598 13.343 4.475
H -7.010 14.797 3.476
*
```

**Max |F|**: 8.28 eV/A
**Orbital gap (spin up / spin down)**: 3.158 / 4.520 eV
**Molar mass**: 1275.757 g/mol
**LUMO (spin up / spin down)**: -4.48 / -4.48 eV


Entry from the OMol25 dataset: a molecular structure, C40H29BrF9N5O4PSTi in a non-equilibrium geometry (ωB97M-V/def2-TZVPD).

Geometry as ORCA input:
```
! RIJCOSX wB97M-V def2-TZVPD def2/J DEFGRID3
* xyz 0 2
Ti -1.864 -0.193 1.520
Br -0.402 -4.535 -1.201
C -2.214 -4.352 -0.666
C -3.113 -5.368 -0.973
C -4.438 -5.176 -0.622
C -4.811 -3.991 -0.001
C -3.815 -3.075 0.279
N -2.534 -3.254 -0.034
C -4.155 -1.776 0.953
O -5.146 -1.153 0.627
O -3.325 -1.384 1.900
H -2.776 -6.268 -1.466
H -5.176 -5.936 -0.843
H -5.838 -3.771 0.253
N -3.595 1.321 1.208
C -3.633 2.027 -0.095
C -3.735 1.074 -1.281
C -2.631 0.053 -1.423
O -2.312 -0.457 -2.454
O -2.007 -0.246 -0.258
H -4.418 0.717 1.266
H -3.661 2.003 1.956
H -2.742 2.647 -0.179
H -4.492 2.698 -0.129
H -3.751 1.645 -2.208
H -4.672 0.513 -1.225
N -2.211 -0.065 3.747
C -1.244 0.840 4.332
C -1.100 0.989 5.699
C -0.166 1.880 6.202
C 0.598 2.611 5.304
C 0.461 2.453 3.931
C 1.245 3.243 2.990
C 1.224 2.930 1.704
C 0.465 1.736 1.180
N -0.678 1.318 2.036
C -0.469 1.535 3.411
H -3.156 0.175 4.028
H -2.057 -1.021 4.058
H -1.716 0.395 6.366
H -0.036 1.999 7.269
H 1.327 3.327 5.668
H 1.818 4.085 3.361
H 1.778 3.513 0.975
H 1.167 0.889 1.179
F 1.579 -3.304 -7.191
C 2.522 -2.491 -6.691
F 3.686 -3.162 -6.720
F 2.648 -1.460 -7.550
C 2.185 -2.012 -5.307
C 0.878 -2.056 -4.850
C 0.582 -1.579 -3.580
C 1.582 -1.049 -2.770
C 2.893 -1.009 -3.245
C 3.196 -1.490 -4.508
P 1.048 -0.455 -1.121
C 0.910 1.354 -1.333
C 0.057 2.031 -0.292
C -0.162 3.487 -0.545
C 0.190 4.081 -1.707
C 0.866 3.358 -2.722
C 1.211 2.011 -2.493
C -0.173 5.527 -1.909
F -1.506 5.685 -2.045
F 0.397 6.049 -3.005
F 0.198 6.287 -0.863
C 2.580 -0.632 -0.126
C 3.518 0.381 0.050
C 4.601 0.205 0.900
C 4.753 -0.997 1.573
C 3.841 -2.028 1.389
C 2.757 -1.841 0.547
C 5.873 -1.169 2.559
F 5.476 -0.872 3.811
F 6.919 -0.372 2.281
F 6.329 -2.433 2.585
H 0.098 -2.467 -5.476
H -0.439 -1.612 -3.214
H 3.686 -0.606 -2.626
H 4.214 -1.464 -4.873
H -0.929 1.578 -0.397
H -0.656 4.060 0.233
H 1.134 3.841 -3.649
H 1.744 1.488 -3.278
H 3.401 1.321 -0.480
H 5.324 0.999 1.035
H 3.970 -2.967 1.911
H 2.030 -2.638 0.423
S -0.194 -4.096 2.771
C -0.347 -2.603 2.259
N -0.462 -1.474 1.900
*
```

**Max |F|**: 1.20 eV/A
**ΔE to the lowest compared entry with this formula, charge and spin**: 0.795 eV
**Orbital gap (spin up / spin down)**: 6.864 / 6.944 eV
**Molar mass**: 1005.497 g/mol
**LUMO (spin up / spin down)**: -0.53 / -1.00 eV


Entry from the OMol25 dataset: a molecular structure, C40H31ClN4O6Ta (ωB97M-V/def2-TZVPD).

Geometry as ORCA input:
```
! RIJCOSX wB97M-V def2-TZVPD def2/J DEFGRID3
* xyz 1 1
Ta -0.897 0.598 0.496
O -2.671 4.608 -3.017
C -2.001 5.243 -2.044
C -1.787 6.613 -2.207
C -1.135 7.335 -1.232
C -0.679 6.717 -0.066
C -0.866 5.364 0.091
C -1.510 4.602 -0.893
C -1.672 3.165 -0.714
O -0.920 2.557 0.197
N -2.482 2.459 -1.424
N -2.404 1.115 -1.030
C -3.262 0.373 -1.658
C -3.495 -1.014 -1.433
C -4.500 -1.682 -2.147
C -4.755 -3.012 -1.900
C -4.009 -3.688 -0.934
C -3.009 -3.053 -0.219
C -2.754 -1.711 -0.474
O -1.788 -1.081 0.196
H -2.830 3.683 -2.753
H -2.157 7.083 -3.108
H -0.987 8.398 -1.371
H -0.192 7.295 0.707
H -0.545 4.874 1.002
H -3.877 0.878 -2.397
H -5.069 -1.139 -2.892
H -5.529 -3.531 -2.448
H -4.214 -4.733 -0.742
H -2.426 -3.575 0.527
Cl -4.600 -3.233 5.419
C -3.821 -2.040 4.438
C -4.539 -0.926 4.008
C -3.935 0.042 3.230
C -2.605 -0.114 2.848
O -2.023 0.816 2.080
C -1.879 -1.239 3.278
C -0.473 -1.364 2.982
N 0.126 -0.738 2.033
C 1.543 -0.769 1.983
C 2.348 -1.849 2.195
C 3.750 -1.671 2.183
C 4.301 -0.438 1.984
C 3.477 0.686 1.733
C 3.956 1.995 1.501
C 3.063 2.987 1.219
C 1.692 2.681 1.120
N 1.201 1.483 1.353
C 2.088 0.498 1.692
C -2.495 -2.190 4.101
H -5.576 -0.823 4.299
H -4.479 0.917 2.906
H 0.118 -1.987 3.653
H 1.927 -2.833 2.358
H 4.388 -2.529 2.344
H 5.376 -0.308 1.999
H 5.020 2.195 1.540
H 3.383 4.001 1.029
H 0.987 3.439 0.815
H -1.938 -3.045 4.463
C 5.540 -3.752 -1.884
C 4.247 -2.987 -1.884
C 3.026 -3.644 -1.841
C 1.820 -2.950 -1.845
C 0.521 -3.707 -1.820
C 1.860 -1.554 -1.862
C 3.076 -0.861 -1.911
C 3.132 0.641 -1.993
C 4.251 -1.596 -1.933
C 0.571 -0.812 -1.774
O -0.395 -0.955 -2.475
O 0.561 0.040 -0.718
H 5.367 -4.823 -1.975
H 6.095 -3.579 -0.960
H 6.180 -3.441 -2.710
H 3.009 -4.728 -1.817
H 0.700 -4.760 -1.606
H 0.002 -3.632 -2.776
H -0.163 -3.317 -1.062
H 2.445 1.028 -2.747
H 4.136 0.968 -2.259
H 2.861 1.104 -1.044
H 5.197 -1.070 -2.003
*
```

**Max |F|**: 0.97 eV/A
**Orbital gap**: 7.125 eV
**Molar mass**: 880.111 g/mol
**LUMO**: -3.61 eV